Entry 1:
Entry from the OMol25 dataset: 2 unconnected molecules or ions with the total composition C5H10O (ωB97M-V/def2-TZVPD).

CARTESIAN COORDINATES (ANGSTROEM)
C -1.951 -0.880 0.487
C -0.609 -0.285 0.214
C 0.510 -0.497 0.900
O 1.520 0.394 0.691
C 1.058 1.320 -0.309
C -0.406 0.952 -0.631
H -2.498 -1.199 -0.408
H -1.881 -1.730 1.173
H -2.558 -0.109 0.980
H 0.737 -1.274 1.620
H 1.161 2.331 0.097
H 1.716 1.220 -1.178
H -0.561 0.791 -1.707
H -1.114 1.732 -0.322
H 2.217 -1.510 -1.070
H 2.661 -1.257 -0.536

Values from the calculation:
- E_HOMO (Ha) = -0.2981
- SMILES string = CC1=COCC1.[H][H]
- LUMO energy (eV) = 1.1
- energy above the lowest of the compared OMol25 structures with the same formula, charge and spin (kJ/mol) = 184.9
- net charge = 0
- Kohn-Sham gap (eV) = 9.19



Entry 2:
Entry from the OMol25 dataset: a single C5H10O molecule (ωB97M-V/def2-TZVPD).

CARTESIAN COORDINATES (ANGSTROEM)
C -2.410 0.816 0.322
C -1.083 0.759 -0.420
C -0.017 -0.058 0.293
O -0.217 -0.569 1.375
C 1.319 -0.187 -0.421
C 2.219 -1.260 0.177
H -3.144 1.394 -0.249
H -2.810 -0.189 0.483
H -2.292 1.281 1.305
H -0.677 1.767 -0.584
H -1.212 0.334 -1.425
H 1.806 0.798 -0.376
H 1.133 -0.371 -1.488
H 1.764 -2.250 0.077
H 3.191 -1.276 -0.326
H 2.379 -1.080 1.243

Values from the calculation:
- E_HOMO (Ha) = -0.3520
- SMILES string = CCC(=O)CC
- LUMO energy (eV) = 1.0
- energy above the lowest of the compared OMol25 structures with the same formula, charge and spin (kJ/mol) = 0.0
- net charge = 0
- Kohn-Sham gap (eV) = 10.54



Entry 3:
Entry from the OMol25 dataset: a single C5H10O molecule (ωB97M-V/def2-TZVPD).

CARTESIAN COORDINATES (ANGSTROEM)
O 2.700 0.106 0.201
C 1.494 -0.561 0.553
C 0.322 -0.195 -0.324
C -0.999 -0.940 -0.027
C -1.752 0.354 -0.345
C -0.432 1.137 -0.141
H 2.615 1.025 0.477
H 1.667 -1.628 0.434
H 1.250 -0.382 1.615
H 0.614 -0.329 -1.372
H -1.061 -1.206 1.040
H -1.192 -1.843 -0.616
H -2.083 0.387 -1.389
H -2.595 0.626 0.297
H -0.347 1.506 0.889
H -0.200 1.953 -0.832

Values from the calculation:
- E_HOMO (Ha) = -0.3694
- SMILES string = OCC1CCC1
- LUMO energy (eV) = 1.0
- energy above the lowest of the compared OMol25 structures with the same formula, charge and spin (kJ/mol) = 102.2
- net charge = 0
- Kohn-Sham gap (eV) = 11.06



Entry 4:
Entry from the OMol25 dataset: a single C5H10O molecule (ωB97M-V/def2-TZVPD).

CARTESIAN COORDINATES (ANGSTROEM)
C -2.232 1.113 0.091
C -1.429 -0.167 0.302
C 0.051 0.075 0.394
C 0.903 -0.111 -0.614
C 2.371 -0.297 -0.361
O 2.556 -1.677 -0.066
H -1.919 1.597 -0.840
H -2.066 1.821 0.910
H -3.303 0.897 0.030
H -1.620 -0.868 -0.520
H -1.763 -0.674 1.218
H 0.449 0.372 1.370
H 0.532 -0.411 -1.596
H 2.997 -0.071 -1.231
H 2.709 0.329 0.478
H 1.765 -1.927 0.435

Values from the calculation:
- E_HOMO (Ha) = -0.3550
- SMILES string = CC/C=C/CO
- LUMO energy (eV) = 1.1
- energy above the lowest of the compared OMol25 structures with the same formula, charge and spin (kJ/mol) = 103.1
- net charge = 0
- Kohn-Sham gap (eV) = 10.72



Entry 5:
Entry from the OMol25 dataset: 2 unconnected molecules or ions with the total composition C5H10O in a non-equilibrium geometry (ωB97M-V/def2-TZVPD).

CARTESIAN COORDINATES (ANGSTROEM)
C 2.369 0.107 -1.321
C 1.995 0.990 -0.424
O 1.652 1.770 0.374
H 1.610 -0.496 -1.802
H 3.415 -0.009 -1.569
C -1.260 0.024 -0.809
C -0.690 -0.749 0.380
C -0.979 -0.059 1.710
H -1.002 -0.442 -1.768
H -0.890 1.057 -0.824
H -2.354 0.074 -0.753
H -1.101 -1.767 0.387
H 0.394 -0.869 0.266
H -0.545 0.947 1.726
H -0.555 -0.617 2.552
H -2.058 0.038 1.876

Values from the calculation:
- E_HOMO (Ha) = -0.3446
- SMILES string = C=C=O.CCC
- LUMO energy (eV) = 0.9
- energy above the lowest of the compared OMol25 structures with the same formula, charge and spin (kJ/mol) = 111.7
- net charge = 0
- Kohn-Sham gap (eV) = 10.32



Entry 6:
Entry from the OMol25 dataset: 2 unconnected molecules or ions with the total composition C5H10O (ωB97M-V/def2-TZVPD).

CARTESIAN COORDINATES (ANGSTROEM)
O -2.924 0.063 0.656
C -2.773 0.936 -0.308
C 0.189 -0.702 -0.464
C 1.325 -0.882 0.563
C 1.730 0.585 0.297
C 0.311 0.826 -0.268
H -2.625 -0.847 0.455
H -2.330 0.378 -1.179
H -0.769 -1.190 -0.244
H 0.500 -1.002 -1.470
H 2.064 -1.667 0.376
H 0.924 -1.005 1.575
H 2.052 1.193 1.147
H 2.485 0.653 -0.493
H -0.369 1.194 0.508
H 0.209 1.465 -1.151

Values from the calculation:
- E_HOMO (Ha) = -0.3248
- LUMO energy (eV) = 0.6
- energy above the lowest of the compared OMol25 structures with the same formula, charge and spin (kJ/mol) = 413.1
- net charge = 0
- Kohn-Sham gap (eV) = 9.45



Entry 7:
Entry from the OMol25 dataset: a single C5H10O molecule in a non-equilibrium geometry (ωB97M-V/def2-TZVPD).

CARTESIAN COORDINATES (ANGSTROEM)
C 2.339 0.649 0.815
C 0.972 0.615 0.224
C -0.844 -1.213 -1.049
C -1.686 0.001 -0.616
C -1.252 0.118 0.804
O -0.009 0.483 1.073
H 2.633 1.656 1.137
H 3.085 0.294 0.095
H 2.379 -0.008 1.692
H 0.756 0.841 -0.814
H -0.331 -1.080 -2.027
H -1.432 -2.125 -1.137
H -2.761 -0.187 -0.681
H -1.475 0.921 -1.187
H -0.399 -1.339 0.004
H -1.908 0.227 1.644

Values from the calculation:
- E_HOMO (alpha / beta) (Ha) = -0.2525 / -0.2543
- LUMO energy (alpha / beta) (eV) = 1.0 / 1.2
- energy above the lowest of the compared OMol25 structures with the same formula, charge and spin (kJ/mol) = 422.3
- net charge = 0
- Kohn-Sham gap (alpha / beta) (eV) = 7.88 / 8.08



Entry 8:
Entry from the OMol25 dataset: a single C5H10O molecule (ωB97M-V/def2-TZVPD).

CARTESIAN COORDINATES (ANGSTROEM)
C 1.433 -0.204 1.082
C 0.962 0.029 -0.344
C 0.135 -1.002 -1.087
C -0.514 0.250 -0.619
C -1.451 0.257 0.576
O -0.876 1.108 -1.671
H 1.371 -1.259 1.367
H 2.464 0.121 1.234
H 0.823 0.356 1.799
H 1.628 0.608 -0.981
H 0.291 -1.083 -2.160
H -0.113 -1.932 -0.578
H -1.731 -0.759 0.874
H -2.371 0.802 0.348
H -0.984 0.736 1.445
H -1.066 1.972 -1.285

Values from the calculation:
- E_HOMO (Ha) = -0.3394
- SMILES string = C[C@H]1C[C@]1(C)O
- LUMO energy (eV) = 1.0
- energy above the lowest of the compared OMol25 structures with the same formula, charge and spin (kJ/mol) = 113.6
- net charge = 0
- Kohn-Sham gap (eV) = 10.26



Entry 9:
Entry from the OMol25 dataset: a single C5H10O molecule (ωB97M-V/def2-TZVPD).

CARTESIAN COORDINATES (ANGSTROEM)
C -1.527 -0.027 -1.405
C -0.544 0.746 -0.483
C 0.607 -0.097 0.072
C 1.546 0.559 1.142
C 0.096 -1.361 0.749
O -1.008 -1.419 1.244
H -2.087 -0.815 -0.887
H -2.275 0.679 -1.785
H -1.046 -0.477 -2.285
H -0.139 1.592 -1.054
H -1.131 1.138 0.356
H 1.281 -0.415 -0.736
H 0.993 0.992 1.984
H 2.210 -0.208 1.574
H 2.212 1.325 0.728
H 0.813 -2.211 0.787

Values from the calculation:
- E_HOMO (Ha) = -0.3570
- SMILES string = CC[C@@H](C)C=O
- LUMO energy (eV) = 1.0
- energy above the lowest of the compared OMol25 structures with the same formula, charge and spin (kJ/mol) = 45.4
- net charge = 0
- Kohn-Sham gap (eV) = 10.73



Entry 10:
Entry from the OMol25 dataset: a single C5H10O molecule in a non-equilibrium geometry (ωB97M-V/def2-TZVPD).

CARTESIAN COORDINATES (ANGSTROEM)
C -1.290 -0.489 -2.126
O -0.745 -0.650 -0.847
C -0.839 0.466 0.019
C 0.092 0.127 1.209
C 1.464 0.742 1.565
C 1.455 -0.584 0.915
H -0.884 0.399 -2.636
H -1.001 -1.377 -2.696
H -2.389 -0.416 -2.126
H -0.610 1.399 -0.531
H -1.895 0.582 0.353
H -0.494 -0.445 1.928
H 1.819 0.781 2.597
H 1.821 1.582 0.972
H 1.756 -0.675 -0.124
H 1.740 -1.442 1.531

Values from the calculation:
- E_HOMO (Ha) = -0.3575
- SMILES string = COCC1CC1
- LUMO energy (eV) = 1.1
- energy above the lowest of the compared OMol25 structures with the same formula, charge and spin (kJ/mol) = 192.8
- net charge = 0
- Kohn-Sham gap (eV) = 10.87